ORCA calculation (wB97M-V/def2-TZVPD) on 3 unconnected molecules or ions with the total composition C39H66ClFN5O7PS3.

Computed properties:
Kohn-Sham gap = 0.250 Eh
⟨S²⟩ = 2.008
electronic energy = -4421.796818 hartree
highest occupied orbital energy = -8.52 eV

```
! wB97M-V def2-TZVPD RIJCOSX def2/J DEFGRID3
* xyz 0 3
C 5.8538 0.8055 -0.0470
C 4.7109 0.0377 0.7328
C 4.0705 -1.1160 -0.1316
C 3.5719 -0.7000 -1.5727
N 2.1260 -0.3429 -1.6263
C 1.8303 0.0180 -3.0512
C 0.2637 -0.1876 -3.2627
C -0.2821 0.5184 -4.5665
C -0.1506 2.0832 -4.5677
C 1.0913 2.6672 -5.2890
C 1.9452 3.7417 -4.6934
C 3.0991 4.3131 -5.4127
S 3.9944 5.6403 -4.5885
O 3.1627 6.2211 -3.5362
O 5.2656 5.2333 -4.0236
F 4.1709 6.8430 -5.7203
C 3.5107 3.8075 -6.7814
P 4.9271 4.3570 -7.7877
O 6.0779 5.1033 -6.8471
Cl 4.2873 5.8592 -9.1597
C 2.6544 2.7380 -7.3653
C 1.4750 2.2082 -6.6512
C 0.8512 1.1714 -7.6362
O -0.2426 0.7047 -7.7487
N 1.9663 0.7745 -8.4804
C 2.6768 -0.3663 -7.8495
N 1.7909 -1.5591 -7.7763
C 2.7193 1.9793 -8.7203
O 3.2239 2.3236 -9.7527
C 1.8116 0.8312 -0.8310
S 2.6554 2.2534 -0.8464
S 0.3273 0.7922 0.2796
C -0.8164 2.0339 -0.4599
C -2.1720 2.1708 0.3737
C -1.8645 3.1372 1.5955
H 6.5220 1.4056 0.6180
H 5.3855 1.5146 -0.7933
H 6.4187 0.0605 -0.6809
H 5.2105 -0.4618 1.6134
H 3.9228 0.7056 1.1595
H 4.7397 -2.0180 -0.2300
H 3.1550 -1.4878 0.4170
H 4.1969 0.1008 -2.0659
H 3.6965 -1.6138 -2.2267
H 2.1852 1.0441 -3.3314
H 2.3163 -0.7840 -3.6800
H 0.1437 -1.2971 -3.4497
H -0.3399 0.0219 -2.3448
H -1.3878 0.2856 -4.6019
H 0.1669 -0.0138 -5.4396
H -1.0801 2.5477 -4.9972
H -0.1140 2.4287 -3.4923
H 1.7300 4.1787 -3.6832
H 6.2257 6.0273 -7.1324
H 3.5762 -0.7053 -8.4349
H 3.0076 -0.1726 -6.7886
H 1.3260 -1.5847 -6.8644
H 1.0840 -1.5036 -8.5165
H -0.2635 3.0049 -0.5457
H -1.1434 1.7789 -1.5115
H -2.6077 1.1700 0.6595
H -2.8848 2.7049 -0.3203
H -2.8048 3.6910 1.8442
H -1.5776 2.5180 2.4844
H -1.0388 3.8280 1.2685
C -5.4087 -2.9813 3.9181
C -5.1752 -1.5998 3.2700
C -6.3397 -0.6522 3.6045
C -7.6112 -0.9600 2.8216
C -7.3256 -1.0059 1.3215
C -6.1837 -1.9720 0.9608
N -4.9667 -1.7607 1.8037
O -4.3686 -0.6576 1.3646
C -6.6939 -3.4264 1.0926
C -5.8743 -1.8411 -0.5439
C -3.9181 -1.0862 4.0042
H -6.3536 -3.4470 3.6558
H -4.6055 -3.6763 3.6575
H -5.4286 -2.8994 5.0073
H -6.0471 0.3823 3.3929
H -6.5577 -0.6908 4.6752
H -8.0474 -1.9039 3.1616
H -8.3608 -0.1902 3.0255
H -8.2383 -1.2902 0.7915
H -7.0793 0.0070 0.9830
H -5.8663 -4.1396 1.0764
H -7.3553 -3.6840 0.2623
H -7.2919 -3.6037 1.9843
H -5.6017 -0.8260 -0.8352
H -6.7487 -2.1093 -1.1404
H -5.0627 -2.5141 -0.8334
H -3.0514 -1.7180 3.7860
H -4.0713 -1.1003 5.0850
H -3.6686 -0.0566 3.7363
C 2.0221 -2.9940 7.1992
C 2.2827 -1.6250 6.5349
C 1.1348 -0.6519 6.8549
C -0.1406 -0.9461 6.0720
C 0.1480 -1.0156 4.5733
C 1.2731 -2.0067 4.2282
N 2.4913 -1.8076 5.0717
O 3.1117 -0.7205 4.6200
C 0.7360 -3.4498 4.3766
C 1.5875 -1.8998 2.7244
C 3.5470 -1.1259 7.2659
H 1.0693 -3.4453 6.9402
H 2.8129 -3.7068 6.9491
H 2.0012 -2.8985 8.2873
H 1.4468 0.3743 6.6314
H 0.9134 -0.6733 7.9255
H -0.5949 -1.8779 6.4225
H -0.8767 -0.1600 6.2644
H -0.7684 -1.2898 4.0441
H 0.4137 -0.0116 4.2227
H 1.5504 -4.1783 4.3715
H 0.0719 -3.7054 3.5475
H 0.1324 -3.6051 5.2691
H 1.8789 -0.8928 2.4218
H 0.7108 -2.1586 2.1265
H 2.3876 -2.5909 2.4437
H 4.4024 -1.7757 7.0578
H 3.3908 -1.1240 8.3464
H 3.8157 -0.1047 6.9861
*
```


ORCA calculation (wB97M-V/def2-TZVPD) on a molecular structure, C4H6O2Pr.

Computed properties:
Kohn-Sham gap (spin up / spin down) = 0.271 / 0.287 Eh
⟨S²⟩ = 3.752
electronic energy = -822.762189 hartree
ΔE to the lowest compared entry with this formula, charge and spin = 0.00 kcal/mol
highest occupied orbital energy (spin up / spin down) = -17.05 / -17.42 eV

```
! wB97M-V def2-TZVPD RIJCOSX def2/J DEFGRID3
* xyz 2 4
C 0.5706 0.6625 0.1570
O 1.8345 0.4720 0.6754
H 0.5586 1.6045 -0.4127
H 2.1366 -0.4253 0.4971
C -0.7615 0.6386 1.0531
C -1.4692 -0.1431 -0.0687
C -0.1151 -0.4178 -0.6388
O 0.4211 -1.1355 -1.4746
Pr 2.6050 -2.3102 -2.2903
H -0.6230 0.0207 1.9481
H -1.1469 1.6293 1.3102
H -2.0778 -1.0218 0.1687
H -1.9330 0.4261 -0.9244
*
```